Record 1
Molecular formula: C5H14O2
Method: DFT, wB97M-V/def2-TZVPD

CARTESIAN COORDINATES (ANGSTROEM)
C1 2.092 -0.645 -0.366
O1 3.068 -0.699 0.662
C2 0.662 -0.521 0.120
C3 0.473 0.310 1.391
C4 -0.993 0.231 1.859
C5 0.824 1.788 1.096
H1 2.220 -1.556 -0.961
H2 2.323 0.140 -1.085
H3 3.028 0.136 1.142
H4 0.169 -1.487 0.161
H5 0.079 -0.026 -0.669
H6 1.149 -0.067 2.160
H7 -1.467 -0.682 1.481
H8 -1.127 0.209 2.939
H9 -1.584 1.043 1.451
H10 0.247 2.176 0.279
H11 1.867 1.857 0.772
H12 0.600 2.402 1.970
H13 -5.274 -1.823 -4.930
H14 -3.997 -0.960 -4.858
O2 -4.359 -1.827 -4.616

frontier orbital gap = 0.4090 Ha
total charge = 0
E_HOMO = -0.376 hartree
strongest force on any atom = 1.063 eV/Å
energy above the lowest of the compared OMol25 structures with the same formula, charge and spin = 37.11 kJ/mol



Record 2
Molecular formula: C5H14O2
Method: DFT, wB97M-V/def2-TZVPD

CARTESIAN COORDINATES (ANGSTROEM)
C1 0.014 0.432 2.654
C2 0.657 0.200 1.276
C3 2.188 0.341 0.988
C4 3.016 -0.538 1.505
C5 2.625 1.287 -0.030
H1 -0.239 -0.534 3.206
H2 -1.076 1.051 2.763
H3 0.778 1.066 3.162
H4 0.095 0.814 0.570
H5 0.530 -0.838 1.124
H6 4.114 -0.377 1.361
H7 2.728 -1.560 1.864
H8 1.992 1.292 -0.832
H9 3.664 1.008 -0.519
H10 2.692 2.307 0.309
H11 -6.821 -0.539 -1.825
H12 -6.659 0.768 -0.768
O1 -6.378 -0.124 -1.081
H13 -0.857 -2.320 -5.770
H14 -1.991 -2.021 -4.917
O2 -1.070 -1.715 -5.040

frontier orbital gap = 0.3607 Ha
total charge = 0
E_HOMO = -0.329 hartree
strongest force on any atom = 4.060 eV/Å
energy above the lowest of the compared OMol25 structures with the same formula, charge and spin = 233.80 kJ/mol